# 1
DFT (ωB97M-V/def2-TZVPD) results for a 2-piece molecular cluster, C3H11N2S overall at a distorted geometry.

Structure (XYZ):
```
17
Properties=species:S:1:pos:R:3:forces:R:3:mulliken_charge:R:1
C 2.641 0.024 0.916 -0.1 0.1 0.0 -1.20
C -1.923 -1.784 -0.251 -0.2 -1.2 0.0 -0.76
C -0.471 -0.064 -0.953 1.1 -1.2 -1.0 -0.39
N -1.495 -0.407 -0.294 -0.8 1.4 0.9 0.09
N -0.049 1.324 -0.812 -0.5 0.7 0.6 -0.05
S -2.489 0.702 0.751 0.7 -0.3 0.0 -0.13
H 1.890 0.128 1.694 -0.1 0.0 0.1 0.31
H 3.561 -0.313 1.373 0.2 0.0 0.1 0.30
H 2.834 0.987 0.449 0.1 0.1 -0.1 0.29
H -1.913 -2.131 0.783 0.0 0.1 -0.1 0.34
H -2.932 -1.889 -0.649 0.0 0.1 0.0 0.34
H -1.236 -2.389 -0.840 0.0 0.1 0.0 0.34
H 2.326 -0.703 0.177 -0.1 -0.1 -0.1 0.32
H 0.256 1.682 -1.726 -0.1 -0.1 0.3 0.42
H 0.779 1.311 -0.186 -0.2 0.1 -0.2 0.27
H -0.801 1.916 -0.394 0.3 0.2 -0.2 0.31
H -3.647 0.317 0.220 -0.2 0.0 -0.3 0.21
```
Positions in Å, forces in eV/Å.

Its spin multiplicity is 1. The calculation puts the HOMO energy at -0.5126 Eh. The value obtained for the molar mass is 107.2 u. As for the net charge: +1. Its lowest unoccupied orbital energy is -3.682 eV. For the HOMO-LUMO gap, the calculation gives 10.267 eV. For the largest force on an atom, the calculation gives 1.94 eV/Å.



# 2
DFT (ωB97M-V/def2-TZVPD) results for a 11-piece molecular cluster, C6H32O11 overall at a distorted geometry.

Structure (XYZ):
```
49
Properties=species:S:1:pos:R:3:forces:R:3:mulliken_charge:R:1
O 3.165 0.699 0.069 0.4 0.7 -0.3 -0.47
C 2.919 1.758 -0.482 -0.2 -1.2 0.4 -0.06
C 1.638 2.465 -0.234 -0.4 1.1 0.3 -0.84
C 0.947 2.035 1.102 -0.3 1.2 -0.3 0.78
C 0.290 3.243 1.847 1.6 0.1 -1.4 -1.72
C -0.073 0.946 0.710 -0.6 -1.2 0.9 1.26
C -1.491 0.965 1.340 1.1 1.0 1.9 -1.58
H 3.617 2.205 -1.209 0.1 -0.1 0.0 0.35
H 0.963 2.259 -1.094 0.4 0.2 0.3 0.25
H 1.827 3.554 -0.306 0.0 -0.3 0.2 0.42
H 1.742 1.675 1.741 0.0 -0.5 0.2 0.25
H -0.446 2.937 2.560 -1.0 0.1 -0.2 0.40
H 0.955 3.835 2.455 1.0 -0.2 0.3 0.42
H 0.112 3.968 1.043 -1.4 0.0 0.4 0.37
H 0.351 -0.009 1.073 0.0 0.3 -0.7 -1.00
H -0.180 0.950 -0.389 0.0 -0.4 0.6 0.36
H -2.212 0.350 0.818 0.0 -0.3 0.3 0.30
H -1.501 0.920 2.481 0.3 -1.5 -1.3 0.26
H -1.842 1.962 1.395 -0.7 1.1 -1.1 0.39
H -0.579 -2.178 3.896 -0.3 0.1 0.2 0.27
H -0.651 -2.531 2.449 -0.8 0.4 0.6 0.46
O -1.208 -2.122 3.167 0.7 -0.4 -0.4 -0.65
H -0.518 -4.183 0.801 -0.3 -0.6 0.4 0.35
H -1.891 -3.765 1.003 -0.4 -0.5 0.4 0.31
O -1.362 -4.570 1.124 0.3 0.9 -0.7 -0.68
H 0.883 -0.326 -3.191 0.5 0.5 0.0 0.33
H 1.075 -1.540 -3.910 0.9 0.1 0.0 0.34
O 1.633 -0.801 -3.592 -1.3 -0.3 0.0 -0.66
H -0.097 -4.693 -1.199 0.2 -0.3 0.2 0.34
H 1.303 -4.264 -0.660 -0.3 0.0 -0.1 0.23
O 0.430 -3.937 -0.920 0.4 -0.4 0.0 -0.57
H -1.681 -0.244 -4.275 0.1 0.5 0.0 0.29
H -1.737 -1.087 -3.059 0.5 0.6 0.2 0.30
O -1.543 -0.163 -3.323 -0.6 -0.4 -0.2 -0.59
H 2.899 -0.387 2.036 -0.1 -0.1 -0.3 0.30
H 3.480 -1.806 2.046 0.0 0.1 0.0 0.33
O 2.730 -1.285 2.355 0.3 0.0 0.3 -0.68
H 1.375 -2.304 1.919 -0.2 -0.9 0.1 0.47
H 0.541 -1.756 0.965 -0.7 -0.5 -0.7 0.15
O 0.645 -2.648 1.340 1.4 1.5 0.4 -0.76
H 0.042 -2.233 -1.999 0.2 -0.3 0.1 0.42
H -0.729 -3.349 -2.685 0.1 -0.2 0.1 0.26
O -0.394 -2.466 -2.823 -0.7 0.3 -0.7 -0.72
H -3.403 3.594 0.750 -0.2 0.0 -0.1 0.31
H -2.192 3.235 -0.094 0.0 -0.1 -0.2 0.38
O -3.150 3.324 -0.139 -0.2 0.3 0.5 -0.68
H -1.950 1.827 -2.465 -0.6 0.0 0.0 0.33
H -2.778 3.157 -2.056 -0.2 -0.7 0.0 0.34
O -1.954 2.787 -2.384 1.1 0.5 -0.4 -0.67
```
Positions in Å, forces in eV/Å.

Its spin multiplicity is 1. Its SMILES is CC[C@H](C)CC=O.O.O.O.O.O.O.O.O.O.O. The calculation puts the HOMO energy at -0.3802 Eh. The value obtained for the molar mass is 280.3 u. Its lowest unoccupied orbital energy is 0.080 eV. For the HOMO-LUMO gap, the calculation gives 10.427 eV. For the largest force on an atom, the calculation gives 2.43 eV/Å.